Model a:
{"formula": "C3H12N2O", "method": "ωB97M-V with the def2-TZVPD basis set", "symbols": ["H", "C", "H", "O", "H", "N", "H", "C", "H", "C", "H", "H", "H", "H", "N", "H", "H", "H"], "xyz": [[-0.06248, 1.39929, 1.72286], [-0.42218, 1.49058, 0.62572], [1.36691, -0.54505, -2.63743], [2.33846, -0.70456, -2.50320], [-1.11623, 0.00062, -0.72794], [-1.57457, 2.45540, 0.60298], [-0.23496, -2.97841, 0.60069], [-0.85237, 0.00261, 0.33782], [2.81272, 0.21020, -2.71177], [0.36083, -0.98104, 0.60673], [-1.76633, -0.23354, 0.99323], [1.20725, -0.43120, 0.32305], [-1.87433, 2.69155, 1.54056], [-2.24798, 1.79657, 0.18993], [0.07879, -2.35387, -0.05381], [0.91183, -2.52272, -0.60168], [0.45840, 1.85459, -0.02325], [0.61624, -1.15102, 1.71552]], "molar_mass_g_mol": 92.1, "charge": 0, "lumo_ev": 0.706, "smiles": "NCCCN.O", "homo_energy_ev": -9.2}

Model b:
{"formula": "C3H12N2O", "method": "ωB97M-V with the def2-TZVPD basis set", "symbols": ["H", "H", "N", "C", "H", "H", "H", "C", "H", "N", "H", "C", "H", "H", "H", "H", "H", "O"], "xyz": [[-2.50867, 0.95386, -0.03959], [1.88052, -1.41686, 1.21132], [0.10394, -1.19002, -0.13273], [-2.18333, -0.05625, -0.26416], [-0.33226, -2.05888, -0.42460], [-2.77015, -0.38879, -1.12456], [0.01161, -1.19252, 0.88138], [-0.66427, -0.03994, -0.62648], [-0.61510, -0.06488, -1.71472], [1.37881, 1.33182, -0.60615], [3.24122, -1.29787, 1.94074], [-0.00410, 1.21000, -0.11343], [-2.37970, -0.68025, 0.61319], [1.45462, 0.89344, -1.52111], [0.05896, 1.09119, 0.97068], [-0.57303, 2.11111, -0.34335], [1.58842, 2.30807, -0.78350], [2.31250, -1.51321, 2.07707]], "molar_mass_g_mol": 92.1, "charge": 0, "lumo_ev": 1.048, "smiles": "C[C@H](N)CN.O", "homo_energy_ev": -9.2}

Model c:
{"formula": "C3H12N2O", "method": "ωB97M-V with the def2-TZVPD basis set", "symbols": ["H", "H", "O", "H", "C", "C", "H", "H", "H", "H", "C", "H", "H", "H", "H", "H", "N", "N"], "xyz": [[-0.78942, -2.03035, 0.86357], [-0.17837, -1.09926, -1.48952], [0.58961, 3.44477, 1.64095], [-2.06042, -0.00763, -0.35518], [0.06923, -0.61434, -0.52683], [0.23451, -1.69514, 0.51847], [-1.21428, 0.97114, -2.04018], [0.66741, -1.26401, 1.45436], [0.98734, 3.38225, 0.76164], [1.41380, -3.42886, 0.75566], [-1.05579, 0.39335, -0.19846], [-0.21115, 2.95372, 1.41319], [0.88470, 0.06434, -0.85815], [-1.00063, 0.81416, 0.79202], [1.85783, -2.53795, -0.32920], [-0.13377, 1.98731, -1.24845], [-1.02485, 1.51621, -1.20690], [0.96427, -2.84972, 0.05300]], "molar_mass_g_mol": 92.1, "charge": 0, "lumo_ev": 0.763, "smiles": "NCCCN.O", "homo_energy_ev": -9.6}

How far above the most stable structure does each one sit? In eV: model a 1.400; model b 0.000; model c 0.714.

Model a:
{"formula": "C3H12N2O", "method": "ωB97M-V with the def2-TZVPD basis set", "symbols": ["H", "H", "H", "H", "C", "N", "N", "H", "H", "H", "C", "O", "H", "H", "H", "C", "H", "H"], "xyz": [[-0.80724, 1.05170, -0.00954], [0.55891, -0.09260, 2.45018], [-2.03521, 1.22716, 2.33837], [1.63301, -0.04964, -2.19012], [-0.28428, 0.27234, 1.85961], [0.94391, 0.45310, -1.64389], [-1.10636, 1.10994, 2.72613], [1.03976, -0.83671, 0.00433], [-0.79483, -0.65122, 1.53966], [-1.48737, -2.89743, -2.81913], [1.13260, 0.22838, -0.21595], [-0.93624, -3.10733, -3.58634], [1.08313, 1.42864, -1.87932], [-1.25936, 0.65824, 3.61920], [2.14419, 0.49751, 0.12565], [0.10833, 1.01223, 0.60117], [-0.34466, -2.34795, -3.67432], [0.41171, 2.04361, 0.75431]], "molar_mass_g_mol": 92.1, "charge": 0, "lumo_ev": 0.841, "smiles": "NCCCN.O", "homo_energy_ev": -9.4}

Model b:
{"formula": "C3H12N2O", "method": "ωB97M-V with the def2-TZVPD basis set", "symbols": ["H", "H", "C", "H", "H", "C", "H", "H", "H", "N", "N", "C", "H", "O", "H", "H", "H", "H"], "xyz": [[1.48510, 1.25745, 1.36436], [-3.17092, -0.24514, 0.44115], [-1.44915, -1.24945, -0.39404], [2.43890, -0.43116, -0.83590], [3.15046, 1.89893, -0.99601], [-2.83209, -1.26515, 0.24952], [-2.79611, -1.79448, 1.20336], [2.65292, 2.93360, 0.26011], [-1.13751, -2.28222, -0.61085], [2.79198, 1.98862, -0.05753], [1.97380, -0.22113, 0.03814], [1.96227, 1.04072, 0.42190], [-0.39285, 0.63829, 0.14847], [-0.50205, -0.63130, 0.44390], [-1.50803, -0.72659, -1.36373], [-0.05379, 1.52271, -0.08443], [0.95124, -0.67597, 0.16865], [-3.56418, -1.75772, -0.39709]], "molar_mass_g_mol": 92.1, "charge": 0, "lumo_ev": 0.577, "homo_energy_ev": -7.6}

Model c:
{"formula": "C3H12N2O", "method": "ωB97M-V with the def2-TZVPD basis set", "symbols": ["H", "H", "H", "N", "C", "H", "H", "C", "H", "H", "H", "N", "C", "H", "H", "H", "H", "O"], "xyz": [[-5.03716, 2.17067, 4.20516], [0.08678, -1.67427, -1.57124], [-0.03411, 0.22014, 0.46283], [1.96159, -0.22066, -2.47420], [2.20543, 0.50465, -1.18681], [2.32645, 0.24824, 0.86096], [3.23184, 0.86937, -1.14973], [1.94332, -0.35918, 0.03618], [1.55963, 1.38335, -1.17740], [2.82709, -0.32697, -2.95376], [-1.18761, -1.15501, -0.57056], [-0.26279, -1.54252, -0.64378], [0.50417, -0.73149, 0.33507], [-4.62237, 1.93126, 2.79411], [1.75323, -1.15952, -2.16743], [0.35970, -1.19934, 1.31141], [2.58291, -1.24918, 0.04475], [-5.41612, 1.99365, 3.33759]], "molar_mass_g_mol": 92.1, "charge": 0, "lumo_ev": 0.687, "smiles": "NCCCN.O", "homo_energy_ev": -9.0}

Model d:
{"formula": "C3H12N2O", "method": "ωB97M-V with the def2-TZVPD basis set", "symbols": ["O", "H", "N", "C", "H", "N", "H", "H", "H", "H", "H", "C", "C", "H", "H", "H", "H", "H"], "xyz": [[-0.46675, -1.08845, -1.57747], [-2.23357, -2.16007, -1.62898], [-0.85453, 0.13562, 1.45321], [1.57708, 0.42367, 1.06520], [2.36582, 1.18002, 1.25402], [1.61212, 0.02175, -0.33367], [1.54597, 0.80326, -0.96362], [-0.83950, -0.52937, 0.66594], [-2.04190, -0.95558, -2.86410], [1.77201, -0.50769, 1.64160], [-1.73168, 0.64134, 1.33274], [0.24577, 1.09458, 1.41768], [-1.87826, -1.14501, -1.78895], [0.28837, -0.62131, -1.11877], [0.36718, 1.52613, 2.37050], [0.08771, 1.97231, 0.72256], [2.52368, -0.43878, -0.47175], [-2.33951, -0.35242, -1.17615]], "molar_mass_g_mol": 92.1, "charge": 0, "lumo_ev": 0.941, "smiles": "NCCN.CO", "homo_energy_ev": -9.3}

How far above the most stable structure does each one sit? In eV: model a 0.000; model b 2.680; model c 0.526; model d 1.083.

Model a:
{"formula": "C3H12N2O", "method": "ωB97M-V with the def2-TZVPD basis set", "symbols": ["O", "C", "H", "H", "H", "N", "H", "H", "H", "C", "N", "C", "H", "H", "H", "H", "H", "H"], "xyz": [[4.60019, -1.61107, -3.86442], [-1.95390, 1.61406, 0.20061], [-0.85517, -0.44802, -0.91764], [-1.03839, 1.64017, 2.62231], [-1.17698, 2.14281, -0.34630], [0.18798, -1.58534, 0.49644], [-2.76876, 1.30169, -0.44603], [-2.35092, 2.29853, 0.93904], [3.67561, -1.89599, -3.92783], [-0.34648, -0.30111, 0.04659], [-0.59647, 0.83826, 2.18107], [-1.32446, 0.43744, 0.96264], [0.48527, 0.35369, -0.14149], [0.29347, 1.24898, 1.88485], [5.04225, -2.15081, -3.20508], [-0.50715, -2.20067, 0.91032], [0.71597, -1.38257, 1.34845], [-2.08206, -0.30005, 1.25645]], "molar_mass_g_mol": 92.1, "charge": 0, "lumo_ev": 0.975, "smiles": "C[C@H](N)CN.O", "homo_energy_ev": -9.4}

Model b:
{"formula": "C3H12N2O", "method": "ωB97M-V with the def2-TZVPD basis set", "symbols": ["H", "N", "H", "H", "H", "H", "H", "C", "C", "N", "H", "O", "H", "H", "H", "C", "H", "H"], "xyz": [[1.73274, -0.37237, -2.11712], [-1.13156, 1.27170, 2.58233], [0.83771, -1.19033, -0.12830], [0.01841, 1.77088, 0.02221], [-0.64687, -1.48176, -2.88402], [0.61120, -0.25927, 2.29892], [-0.85410, 1.45524, 3.55238], [0.16438, 0.70157, 1.97543], [0.98530, -0.11609, -0.25122], [0.97015, 0.13873, -1.69599], [1.96513, 0.10665, 0.20997], [-0.87006, -2.37762, -2.59043], [-1.03230, 0.45870, 0.23656], [-1.04772, 0.21801, 2.49783], [-1.58745, -2.59827, -3.19968], [-0.01085, 0.77610, 0.47208], [1.04676, 1.13293, -1.86219], [0.84424, 1.41279, 2.44609]], "molar_mass_g_mol": 92.1, "charge": 0, "lumo_ev": 1.002, "homo_energy_ev": -9.5}

How far above the most stable structure does each one sit? In eV: model a 0.000; model b 2.198.

Model a:
{"formula": "C4HNO", "method": "ωB97M-V with the def2-TZVPD basis set", "symbols": ["C", "N", "C", "C", "C", "H", "O"], "xyz": [[-0.19522, 0.40702, -0.09496], [-0.92848, 0.52742, 2.38648], [-0.57092, 0.41328, 1.29058], [-0.62530, 1.49963, -0.69485], [0.58449, -0.68508, -0.79215], [0.75835, -0.49186, -1.86328], [0.97708, -1.67042, -0.23182]], "molar_mass_g_mol": 79.1, "charge": 0, "lumo_ev": -2.267, "homo_energy_ev": -11.4}

Model b:
{"formula": "C4HNO", "method": "ωB97M-V with the def2-TZVPD basis set", "symbols": ["O", "C", "C", "C", "N", "H", "C"], "xyz": [[-2.94307, -1.41932, 0.68795], [0.37373, -0.30596, 0.11934], [1.26972, 0.42450, -0.21581], [-1.90291, -0.97622, 0.47311], [2.25139, 1.02699, -0.51296], [1.71637, 1.89812, -0.85330], [-0.76523, -0.64810, 0.30167]], "molar_mass_g_mol": 79.1, "charge": 0, "lumo_ev": -1.740, "smiles": "N=C=C=C=C=O", "homo_energy_ev": -8.2}

How far above the most stable structure does each one sit? In eV: model a 0.000; model b 0.651.

Model a:
{"formula": "C3H11NO", "method": "ωB97M-V with the def2-TZVPD basis set", "symbols": ["H", "H", "H", "H", "H", "N", "C", "O", "H", "H", "H", "C", "H", "H", "H", "C"], "xyz": [[2.25853, 2.66764, -0.28032], [2.18843, 1.49627, -1.61605], [0.93498, 2.67752, -1.51089], [-2.15192, -1.92722, -0.79998], [-1.60500, -0.64788, 0.33979], [1.75728, 0.03361, 0.47083], [1.60185, 2.06778, -0.89567], [-3.01603, -1.85214, 1.08253], [1.69871, -0.06176, 1.47753], [-3.40583, -2.72056, 0.95872], [-1.01873, -2.26296, 0.53241], [0.81721, 1.05113, -0.05739], [0.15739, 0.52047, -0.74658], [0.19460, 1.51924, 0.70738], [1.47960, -0.87364, 0.11449], [-1.89107, -1.68750, 0.22321]], "molar_mass_g_mol": 77.1, "charge": 0, "lumo_ev": 0.857, "smiles": "CCN.CO", "homo_energy_ev": -9.4}

Model b:
{"formula": "C3H11NO", "method": "ωB97M-V with the def2-TZVPD basis set", "symbols": ["C", "H", "H", "H", "H", "C", "H", "H", "H", "H", "O", "N", "H", "H", "H", "C"], "xyz": [[-0.24224, 0.89011, -1.31266], [-1.80010, 1.16727, 0.89274], [-1.84705, -0.11452, 2.10140], [0.28235, 0.87816, -2.26590], [0.26028, 1.57909, -0.62900], [-1.27190, 0.29166, 1.27021], [3.17919, -0.85962, 0.76032], [-0.29471, 0.61666, 1.62469], [-0.79826, -1.71519, 0.60937], [2.93524, 0.57844, 0.06178], [-0.22005, -0.42073, -0.81763], [2.46842, -0.15466, 0.59033], [-1.26220, 1.23594, -1.51091], [-2.11515, -0.96520, -0.28139], [1.74843, -0.57943, 0.00999], [-1.14516, -0.77336, 0.19072]], "molar_mass_g_mol": 77.1, "charge": 0, "lumo_ev": 1.053, "smiles": "CCOC.N", "homo_energy_ev": -9.8}

How far above the most stable structure does each one sit? In eV: model a 0.276; model b 0.000.

Model a:
{"formula": "C3H11NO", "method": "ωB97M-V with the def2-TZVPD basis set", "symbols": ["H", "O", "C", "H", "H", "H", "H", "H", "C", "H", "C", "H", "H", "N", "H", "H"], "xyz": [[-0.36534, 1.00818, 2.61694], [-0.60783, -0.48456, -0.02921], [1.75028, -0.99821, -0.28418], [-2.23683, 0.75594, -0.22909], [0.23007, -1.10619, -1.79789], [1.92877, -1.05307, 0.78245], [-0.20933, 1.58061, 1.09015], [2.36795, -1.78369, -0.72863], [-1.35275, 0.42941, -0.77285], [-1.68983, -0.01752, -1.71937], [0.33454, -1.29226, -0.72990], [-1.26558, 2.24272, 2.10777], [0.05575, -2.31929, -0.51371], [-0.32777, 1.85239, 2.05963], [2.12493, -0.09049, -0.75663], [-0.73704, 1.27604, -1.09548]], "molar_mass_g_mol": 77.1, "charge": 0, "lumo_ev": 0.990, "smiles": "CCOC.N", "homo_energy_ev": -9.7}

Model b:
{"formula": "C3H11NO", "method": "ωB97M-V with the def2-TZVPD basis set", "symbols": ["H", "H", "H", "C", "H", "H", "H", "C", "H", "H", "H", "H", "C", "N", "H", "O"], "xyz": [[-2.68124, 0.43379, -0.64636], [1.99995, -1.04806, 0.28752], [-2.02649, -1.19066, -0.44080], [1.18501, -1.08938, 0.91744], [0.67857, 2.19339, -0.17965], [-0.02297, 0.11270, -1.29490], [0.59653, -1.81425, 0.69918], [1.25203, 1.42931, 0.49349], [-0.40941, 0.10463, 1.12138], [-2.98515, -0.69374, -1.99332], [1.35836, 1.87187, 1.46577], [1.59936, -1.12078, 1.89301], [-2.28293, -0.41201, -1.27470], [0.44449, 0.12204, 0.47935], [2.24938, 1.15313, 0.16083], [-0.95550, -0.05196, -1.68823]], "molar_mass_g_mol": 77.1, "charge": 0, "lumo_ev": 0.925, "smiles": "CNC.CO", "homo_energy_ev": -8.8}

How far above the most stable structure does each one sit? In eV: model a 0.000; model b 2.414.